122
Properties=species:S:1:pos:R:3:forces:R:3:mulliken_charge:R:1 method="wB97M-V/def2-TZVPD" energy_ev=-91970.9873 de_lowest_ev=3.0860 max_force_ev_per_a=9.05 smiles="C[C@H]1COC(=O)O1.C[C@H]1COC(=O)O1.COC(=O)OC.COC(=O)OC.COC(=O)OC.COC(=O)OC.COC(=O)OC.COC(=O)OC.COC(=O)OC.CCCC#N" homo_energy_ev=-9.843
O 6.5720 -4.5950 19.9630 0.36 3.80 -0.82 0.026
O 1.0420 -12.6240 17.7020 2.69 -1.04 -1.17 -0.060
O -4.2790 -9.4340 15.6380 0.61 -0.08 0.54 -0.374
O 1.9050 -12.8910 13.6430 0.47 4.85 -4.75 -0.610
O -4.3830 -9.3120 21.1220 0.27 0.64 -8.16 -0.651
O -1.1600 -2.9310 17.6370 -2.48 0.04 0.00 -0.375
O -2.9710 -9.3390 19.2520 -1.79 0.00 -1.41 -0.120
O 1.0200 -3.6000 17.2820 -7.21 -2.06 -0.35 -0.503
O 5.9520 -10.6690 19.0770 -1.11 1.33 -7.56 -0.717
O -5.2490 -9.1780 18.8390 2.11 -0.41 1.50 -0.173
O 1.6240 -14.3020 16.4130 0.85 1.04 0.85 -0.136
O 3.5740 -7.2410 14.8580 7.27 3.16 1.49 -0.548
O 5.0800 -5.7060 15.8770 2.18 0.57 0.35 -0.340
O 6.7130 -2.3830 19.2070 -0.79 -3.73 0.93 -0.188
O -5.1410 -10.8990 14.0610 4.00 2.63 2.74 -0.647
O 5.9280 -7.5820 15.0830 -0.16 3.18 1.51 -0.290
O -2.9340 -10.2940 14.1000 -0.55 -1.01 -0.23 -0.410
O 1.8430 -12.1180 11.4400 -0.01 1.23 -0.51 -0.367
O 2.0100 -10.6350 13.1480 0.20 0.35 -0.91 -0.403
O 2.0110 -9.4050 19.0580 -0.05 -2.21 3.38 -0.511
O -0.9090 -5.0910 17.0120 0.58 2.74 0.40 -0.257
O 2.7790 -7.9500 17.6990 0.22 1.55 -1.05 0.357
O -0.7070 -13.8300 16.6830 7.90 0.81 1.93 -0.662
O 6.6640 -9.5130 17.1810 0.79 0.94 -1.31 -0.182
O 0.9750 -9.1510 17.0710 2.66 0.97 2.99 0.235
O 4.9990 -10.8820 16.8550 -0.30 -0.12 -0.07 -0.166
O 7.5230 -2.8750 21.3850 -3.32 -2.32 -6.80 -0.648
N 3.0940 -5.2220 22.5630 0.35 3.36 -2.11 -0.607
C -6.5850 -9.2710 19.4040 0.86 -0.91 0.14 -0.800
C 5.8300 -8.7670 14.3810 -2.53 -0.99 -2.49 -0.277
C 6.9530 -3.2540 20.2130 2.72 0.62 6.20 0.615
C 6.8860 -1.0190 19.3860 1.35 2.74 -0.34 -0.722
C 1.8680 -8.8590 17.9210 -3.44 -0.21 -5.21 -0.262
C 4.8480 -6.7720 15.2060 -6.94 -5.56 -1.69 0.790
C 3.2390 -4.1980 21.9860 0.66 -3.18 2.46 0.239
C 7.4720 -8.7140 18.0540 0.59 0.63 1.32 -0.588
C 4.1270 -4.6740 16.0040 -3.18 -0.91 -0.26 -0.517
C -4.1790 -10.2710 14.6130 -3.71 -2.24 -3.15 0.469
C 1.9500 -11.8810 12.7240 -1.00 -6.12 6.51 0.724
C 3.1450 -8.8920 19.7700 1.80 0.63 -0.32 -0.272
C 3.4420 -2.9170 21.2920 0.43 -0.67 0.93 -0.561
C -0.3550 -3.8720 17.2720 8.17 0.18 0.28 0.668
C 1.3100 -15.5410 15.8200 -0.81 -1.75 0.57 -0.816
C 0.0280 -11.8820 18.1970 -3.51 3.08 0.82 -0.293
C -0.6770 -1.6630 18.1930 1.14 -0.02 -0.62 -0.443
C 2.3120 -10.3680 14.5510 -1.40 -0.23 1.30 -0.039
C -4.2350 -9.2420 19.7350 0.35 -1.12 8.21 0.507
C 0.6500 -13.6160 16.9740 -7.88 -2.21 -3.68 0.583
C 3.9590 -11.8290 17.3030 -0.44 0.16 -0.07 -0.533
C 3.6920 -7.8900 18.7640 1.76 0.72 1.11 2.801
C 7.1000 -5.6490 20.7910 0.22 2.36 1.07 -0.660
C -0.1220 -6.1960 16.5020 -0.16 -0.70 -1.41 0.414
C -2.0440 -9.4980 14.8210 0.18 2.46 0.97 1.331
C -2.9660 -8.8740 15.9490 0.42 -1.30 0.16 0.292
C 5.8650 -10.3800 17.7010 -0.21 -2.15 8.34 0.734
C -1.7310 -9.3640 20.0100 -0.48 3.09 -0.79 -0.728
C 3.1460 -1.8150 19.1050 -2.67 0.23 -1.82 -1.064
C 1.2540 -13.3480 10.9730 0.72 -0.10 -0.64 -0.690
C 3.9250 -6.4670 19.3150 1.06 -1.76 -0.38 -2.127
C -1.4940 -8.3780 13.9120 0.17 1.42 0.82 -1.170
C 3.0560 -3.1270 19.8460 1.08 1.47 0.05 1.009
H 4.6010 -6.3520 20.1810 -1.00 -0.75 0.15 0.190
H 6.3960 -5.8690 21.5930 0.26 -0.07 -0.01 0.382
H 4.0340 -9.5800 19.8780 -1.71 -0.25 0.43 0.213
H 7.9250 -9.3060 18.8280 0.11 -0.73 0.11 0.440
H 0.8960 -6.2860 16.8660 0.10 0.70 0.22 -0.196
H 4.4770 -5.9040 18.6220 0.51 0.78 -1.50 0.582
H 0.4310 -11.0170 18.7600 -0.08 -0.95 -0.29 -0.247
H -6.7670 -10.0410 20.1320 0.90 -0.31 0.57 0.328
H 5.3400 -8.4850 13.3830 0.36 -0.94 1.31 0.325
H 2.9760 -6.0540 19.3990 -1.62 1.16 0.82 0.749
H 8.3110 -8.1390 17.6040 -1.10 -0.70 -0.76 0.389
H 0.0410 -1.2690 17.4530 -0.49 0.12 0.39 0.274
H -0.6910 -11.4330 17.4080 1.38 -0.91 0.96 0.205
H 8.0830 -5.3530 21.1220 0.08 0.28 0.79 0.443
H -1.2080 -10.0770 15.2520 -0.49 0.01 -0.30 -0.292
H 1.4830 -13.5370 9.9290 1.24 0.47 -0.08 0.267
H -0.5710 -12.5460 18.8060 -0.40 0.24 0.42 0.598
H 2.2430 -9.2910 14.7930 -0.26 -0.49 -0.95 -0.063
H 3.3820 -11.4470 18.1280 -0.59 1.13 -0.24 0.164
H -0.9230 -9.0370 19.3090 -0.83 -0.85 0.21 0.071
H 4.3930 -2.3680 21.4800 0.29 -1.40 -0.50 0.245
H -2.2090 -7.5270 13.6330 0.66 -1.39 0.65 0.324
H 7.3950 -0.6880 18.4530 -0.71 -0.08 0.34 0.287
H 3.4440 -4.8690 16.8770 0.92 0.36 -0.63 0.019
H -7.2300 -9.5320 18.6300 -0.71 -0.19 -1.84 0.303
H 6.8560 -8.0150 18.6290 -0.25 -0.01 -0.49 -0.164
H 4.6340 -8.2820 18.4030 0.24 0.03 -0.36 -2.410
H 4.4030 -12.6000 17.8510 1.29 -1.62 0.15 0.628
H 0.2150 -13.2580 10.8270 -1.58 0.36 1.05 0.314
H -6.8860 -8.3560 19.7880 -0.26 1.79 0.83 0.337
H 5.9180 -0.4290 19.4870 1.22 -1.07 0.15 0.224
H 0.5410 -15.4720 15.0870 -0.08 0.58 -1.13 0.333
H -1.7490 -8.5740 20.7450 -0.35 0.31 0.37 0.423
H 3.4660 -4.7730 15.1390 -0.10 0.18 0.08 0.394
H 7.3070 -6.4280 20.1500 -0.25 -1.96 -1.42 0.004
H -1.5200 -10.2270 20.5450 -0.01 -2.06 0.41 0.404
H 1.5550 -14.1960 11.5480 0.01 -0.27 0.62 0.310
H -0.0630 -6.1670 15.3310 -0.39 -0.01 2.37 0.100
H -3.0630 -7.8080 15.8600 0.05 0.48 -0.07 0.392
H 3.3180 -10.6340 14.7630 0.90 -0.53 -0.09 0.285
H 3.8590 -3.7810 19.4030 -1.44 0.06 0.34 -0.597
H -0.1000 -1.9740 19.0400 0.36 0.15 0.64 0.140
H 5.2440 -9.5490 14.9250 0.40 0.87 -0.55 -0.114
H -1.4310 -0.8800 18.5270 0.26 -1.76 -0.98 0.283
H 2.8810 -8.3580 20.6820 -0.45 -0.58 0.12 0.477
H 7.6610 -0.7560 20.1460 -1.11 -0.48 -0.03 0.335
H -0.6520 -7.0900 16.9130 0.27 0.71 -0.85 -0.191
H 2.8930 -2.2390 21.8910 -1.79 0.93 0.05 0.550
H 2.1620 -16.1910 15.5160 -0.18 1.44 0.14 0.235
H 2.2090 -1.1650 19.2660 1.29 -0.94 -0.06 0.274
H 0.7830 -16.1030 16.5710 -0.08 -0.51 0.61 0.387
H -1.1240 -8.7780 13.0130 0.20 -0.81 -1.37 0.526
H 3.9760 -1.1860 19.3320 0.85 0.14 -0.09 0.070
H 6.7930 -9.1630 14.1280 0.75 0.16 0.37 0.293
H -0.5660 -7.9120 14.3280 -0.91 -0.37 0.14 -0.100
H 3.3050 -12.2440 16.4800 1.24 1.04 0.62 0.015
H 1.6470 -10.9090 15.3080 0.65 0.49 -1.58 0.021
H 3.0650 -2.1620 18.0340 0.42 1.12 0.77 0.237
H -2.6440 -9.1340 16.9920 -0.57 0.04 -1.04 -0.296
H 4.5180 -3.6760 15.9820 0.92 0.09 0.34 0.329
H 1.9940 -3.3780 19.7500 0.58 -1.07 -0.07 0.264

107
Properties=species:S:1:pos:R:3:forces:R:3:mulliken_charge:R:1 method="wB97M-V/def2-TZVPD" energy_ev=-68667.5941 charge=-1 max_force_ev_per_a=10.27 homo_energy_ev=-5.387
S 0.3792 2.1360 3.6614 0.16 3.86 -0.14 0.772
Al -1.6641 1.0147 3.6326 -1.28 -0.96 0.07 0.265
O 0.4156 3.0728 2.4105 0.67 -2.69 2.56 -0.656
O 0.5685 2.9741 4.9562 0.32 -2.45 -2.59 -0.689
N -3.4207 -1.3649 -5.6246 -0.44 -2.17 9.74 -0.580
N -4.8052 2.6904 -9.7921 8.90 3.17 -3.36 -0.510
N -2.2552 1.2528 -1.9556 0.13 9.92 -0.98 -0.532
N -4.1880 5.5631 -5.1156 -5.49 -7.79 -2.83 -0.579
N -3.7244 3.2987 3.9743 -2.14 7.30 6.90 -0.494
N 1.7592 -7.3296 2.2634 -0.20 -9.99 -1.15 -0.482
N 5.8895 -7.9668 5.1888 2.12 9.25 -3.06 -0.519
N 5.7723 -1.3893 3.1658 0.25 10.00 -0.84 -0.582
C 5.8534 -5.9438 1.9481 -0.04 -0.06 -0.10 -1.153
C 6.7619 1.9774 3.9630 0.22 0.03 0.36 -0.488
C 6.3433 1.6604 5.3951 -0.03 0.04 0.15 -1.119
C -4.2300 5.1845 5.9546 0.39 -0.67 -0.93 -0.348
C -3.5542 -1.9013 -2.8992 0.29 0.26 -0.97 -0.252
C 1.6774 0.7477 3.4983 1.02 -1.14 0.33 -0.740
C -3.4812 -1.6081 -4.3888 0.13 1.65 -8.20 0.331
C -3.1240 6.2417 5.9560 0.37 0.16 0.03 -0.448
C 5.8145 1.3805 2.9203 0.17 -1.04 0.19 -0.183
C -4.8897 4.5798 -5.4772 4.52 6.77 2.24 0.274
C -1.3796 3.7704 -9.5740 0.14 0.09 0.41 -0.432
C -2.2130 4.0226 -2.2011 0.28 -1.03 0.18 -0.159
C -1.2656 4.6194 -1.1584 0.17 0.05 0.46 -0.583
C -1.6842 4.3025 0.2737 0.03 0.04 0.08 -1.065
C -5.7355 3.3945 -5.9131 0.60 0.70 0.50 -0.230
C 1.6943 -10.0904 1.9352 -0.08 1.06 0.38 -0.327
C -2.2360 2.5087 -2.0669 -0.35 -8.50 0.53 0.256
C -1.8719 4.8163 -8.5787 0.03 0.05 0.10 -0.976
C -1.7438 5.6560 6.2363 0.09 -0.02 -0.07 -0.991
C 1.7298 -8.5814 2.1146 0.14 8.51 0.69 0.240
C 5.7915 -0.1334 3.0545 -0.35 -8.49 0.51 0.338
C 6.4892 -5.3843 4.3492 -0.50 -0.95 0.22 -0.372
C 5.6250 -5.0201 3.1403 -0.23 0.05 -0.43 -0.287
C -3.9537 4.1538 4.8722 1.19 -5.72 -6.01 0.256
C -2.3205 -2.6968 -2.4679 0.34 -0.25 -0.02 -0.439
C -3.7695 1.8010 -5.6334 0.15 -0.08 0.11 -0.561
C 1.9778 -10.7766 3.2730 0.18 -0.09 0.38 -0.453
C 3.3488 -10.4247 3.8415 0.05 0.02 0.08 -1.081
C -2.3427 3.5634 -10.7447 -0.82 -0.47 0.56 -0.392
C -5.2129 2.1164 -5.2541 0.35 -0.26 0.16 -0.442
C -3.6887 3.0862 -10.2240 -7.66 -2.68 2.63 0.314
C -2.1998 -4.0384 -3.1836 0.07 -0.12 -0.01 -1.175
C 6.1614 -6.7958 4.8081 -1.60 -7.86 2.81 0.290
H -1.4138 -2.1100 -2.6594 -0.25 0.03 0.11 0.286
H -2.0818 -3.9109 -4.2644 -0.08 0.02 0.10 0.342
H 5.5811 -6.9783 2.1801 0.06 0.10 0.01 0.275
H -1.3215 -4.5834 -2.8237 -0.14 0.04 -0.02 0.356
H -5.2813 2.2057 -4.1629 -0.09 0.03 -0.16 0.281
H 2.4397 -10.3822 1.1875 -0.07 0.21 0.08 0.274
H 5.2373 -5.6288 1.0999 0.11 -0.03 0.12 0.330
H 6.1495 1.6470 1.9123 -0.13 -0.25 0.09 0.295
H 3.5190 -10.9592 4.7814 0.02 0.07 -0.15 0.331
H -6.7765 3.5690 -5.6211 0.19 0.22 -0.03 0.324
H 6.7957 3.0649 3.8350 -0.06 -0.15 -0.13 0.320
H -5.6990 3.3073 -7.0044 0.11 0.15 0.11 0.216
H 6.9030 -5.9255 1.6330 -0.10 -0.02 0.01 0.346
H 7.0314 2.1302 6.1049 -0.12 -0.03 -0.08 0.328
H 4.5643 -5.0546 3.4174 0.21 0.06 0.04 0.309
H -1.7245 5.1432 7.2048 0.03 0.03 -0.15 0.291
H 1.9168 -11.8622 3.1385 -0.11 0.13 -0.11 0.307
H 3.4347 -9.3548 4.0567 0.03 -0.15 -0.08 0.318
H 6.2991 -4.6859 5.1710 0.04 -0.26 -0.01 0.303
H 1.1393 -0.3021 3.3153 0.86 2.57 0.25 0.332
H 7.7793 1.6016 3.7995 -0.16 0.07 -0.10 0.290
H 1.2088 -10.4986 4.0041 0.03 -0.05 -0.21 0.292
H 5.3336 2.0338 5.6005 0.14 -0.08 -0.01 0.293
H -5.8498 1.2753 -5.5491 -0.02 0.18 -0.01 0.314
H -2.3678 -2.8732 -1.3877 -0.07 0.19 -0.14 0.362
H -1.2318 5.7070 -1.2864 -0.05 -0.11 -0.20 0.362
H 5.8461 -3.9902 2.8394 -0.03 -0.13 0.25 0.233
H -1.3756 -0.5625 3.8160 0.49 -0.09 0.09 -0.272
H -1.9390 2.8158 -11.4356 -0.27 0.04 0.07 0.287
H -1.4425 4.9427 5.4625 -0.02 0.00 0.16 0.243
H -1.1399 4.9513 -7.7762 -0.13 0.02 -0.12 0.307
H -0.9961 4.7723 0.9835 -0.13 -0.20 -0.07 0.304
H -2.5723 1.5055 4.8338 0.39 -0.10 0.32 -0.163
H -3.6641 1.6909 -6.7188 -0.02 -0.02 0.11 0.261
H -0.4042 4.0820 -9.9636 -0.14 -0.12 -0.10 0.306
H -0.2481 4.2437 -1.3218 -0.16 0.05 -0.08 0.285
H -1.6681 3.2258 0.4707 0.00 0.18 0.06 0.294
H 4.1462 -10.7013 3.1423 -0.07 0.06 0.11 0.292
H 0.7073 -10.3851 1.5636 0.13 0.25 -0.03 0.291
H -4.2827 4.6816 6.9263 0.05 -0.06 -0.19 0.275
H -0.9908 6.4502 6.2560 -0.08 -0.10 0.03 0.316
H -3.1006 6.7568 4.9878 -0.13 -0.09 0.13 0.291
H 2.2562 0.6102 4.5288 -1.11 0.61 -2.26 0.232
H 4.7996 1.7699 3.0549 0.06 -0.23 -0.01 0.138
H -3.0845 -4.6599 -3.0040 0.11 0.04 -0.05 0.287
H -3.4487 0.8661 -5.1632 -0.09 0.38 -0.22 -0.111
H 7.5527 -5.3262 4.0934 -0.12 -0.18 0.10 0.283
H -1.8780 4.2890 -3.2091 -0.18 -0.24 0.04 0.228
H -2.4812 4.4981 -11.2988 -0.16 -0.15 0.11 0.289
H -5.1998 5.6557 5.7632 0.08 -0.23 -0.07 0.282
H -3.2279 4.4120 -2.0665 0.09 -0.23 -0.04 0.264
H -3.0828 2.5848 -5.2981 -0.12 0.04 -0.04 0.157
H -4.4691 -2.4651 -2.6870 0.07 0.07 -0.23 0.362
H -1.2276 2.8216 -9.0451 -0.02 0.10 -0.20 0.281
H 6.3594 0.5837 5.5921 -0.06 0.11 -0.09 0.340
H -2.3222 1.1643 2.1968 0.15 0.26 -0.26 -0.192
H -2.8148 4.5164 -8.1104 0.10 0.05 -0.08 0.192
H -2.6939 4.6759 0.4791 0.07 -0.05 -0.03 0.320
H -3.3511 6.9964 6.7170 -0.16 -0.06 -0.07 0.302
H -3.6028 -0.9558 -2.3487 0.03 0.00 -0.27 0.235
H -2.0228 5.7846 -9.0695 0.00 -0.10 0.09 0.332
H 2.3803 0.9832 2.5927 -1.25 -0.35 1.81 0.140